Density functional theory data (ωB97M-V/def2-TZVPD) for a 11-piece molecular cluster, C38H66O27S3 overall.

- HOMO level (alpha / beta): -11.383 / -11.383 eV
- DFT total energy: -128251.9996 eV
- Lowest unoccupied orbital energy (alpha / beta): -3.67 / -8.37 eV

```
! wB97M-V def2-TZVPD RIJCOSX def2/J DEFGRID3
* xyz 1 2
C -2.812 -0.629 -3.742
C -2.287 -2.082 -3.894
C -0.924 -2.098 -4.539
O -0.102 -2.898 -3.660
C -0.767 -3.207 -2.477
O -0.271 -3.685 -1.441
O -2.082 -2.699 -2.615
H -2.077 -0.011 -3.226
H -3.794 -0.491 -3.290
H -3.021 -0.223 -4.732
H -2.866 -2.705 -4.575
H -0.532 -1.081 -4.517
H -1.002 -2.510 -5.545
C -0.865 3.484 -4.340
C -0.999 3.984 -5.840
C -2.075 3.269 -6.643
O -2.599 4.315 -7.414
C -2.394 5.391 -6.779
O -2.945 6.454 -7.061
O -1.575 5.249 -5.737
H -0.274 2.569 -4.302
H -1.824 3.235 -3.885
H -0.428 4.327 -3.805
H 0.017 3.980 -6.234
H -2.770 2.661 -6.064
H -1.585 2.521 -7.267
C -3.732 3.736 2.139
C -4.869 3.613 3.159
C -4.535 2.801 4.365
O -5.303 3.462 5.355
C -5.355 4.763 4.997
O -5.803 5.713 5.649
O -5.098 4.856 3.687
H -2.837 3.971 2.715
H -3.866 4.590 1.475
H -3.541 2.880 1.492
H -5.812 3.294 2.713
H -3.475 2.935 4.583
H -4.833 1.754 4.327
C 6.414 -4.138 1.055
C 4.972 -4.552 0.609
C 4.362 -5.667 1.443
O 3.162 -5.143 1.971
C 2.907 -3.946 1.517
O 1.906 -3.294 1.796
O 4.071 -3.470 0.922
H 7.125 -4.908 0.758
H 6.544 -4.079 2.135
H 6.834 -3.269 0.548
H 4.949 -4.894 -0.425
H 4.968 -5.912 2.315
H 4.091 -6.528 0.833
C 0.680 0.031 4.262
C 0.490 1.456 3.638
C -0.910 2.028 3.623
O -0.628 3.321 4.085
C 0.526 3.427 4.684
O 0.878 4.436 5.335
O 1.254 2.419 4.389
H 0.172 -0.030 5.224
H 1.732 -0.181 4.452
H 0.288 -0.769 3.633
H 0.883 1.478 2.621
H -1.625 1.433 4.192
H -1.334 2.154 2.626
C -4.918 -1.674 -0.251
C -4.510 -1.226 1.139
C -4.850 0.232 1.291
O -5.280 0.287 2.578
C -5.659 -0.874 3.004
O -6.326 -1.059 4.016
O -5.280 -1.808 2.169
H -5.985 -1.620 -0.468
H -4.623 -2.712 -0.406
H -4.542 -1.148 -1.128
H -3.438 -1.321 1.316
H -5.555 0.589 0.541
H -3.934 0.805 1.146
C 3.873 0.653 1.930
C 4.057 0.263 0.505
C 4.279 1.279 -0.622
O 5.353 0.644 -1.400
C 5.862 -0.439 -0.701
O 6.781 -1.165 -1.008
O 5.256 -0.546 0.438
H 3.294 -0.028 2.553
H 3.274 1.543 1.740
H 4.777 0.958 2.459
H 3.166 -0.313 0.253
H 4.482 2.276 -0.230
H 3.408 1.378 -1.269
C 3.407 -2.598 -2.280
C 3.676 -1.676 -3.487
C 3.059 -2.073 -4.778
O 2.509 -0.878 -5.270
C 2.588 0.101 -4.354
O 2.331 1.328 -4.547
O 3.172 -0.380 -3.200
H 3.907 -3.553 -2.443
H 2.382 -2.823 -1.989
H 3.865 -2.249 -1.355
H 4.733 -1.412 -3.516
H 2.328 -2.867 -4.624
H 3.829 -2.454 -5.448
C -0.079 -1.268 0.679
S -1.217 -0.352 -0.439
O -1.663 0.825 0.418
C 0.224 0.298 -1.442
H 0.723 -0.610 1.013
H 0.366 -2.027 0.035
H -0.601 -1.772 1.492
H 1.179 0.507 -0.960
H -0.046 1.243 -1.912
H 0.472 -0.576 -2.045
C -1.653 -6.572 4.505
S -2.037 -5.741 2.931
O -3.112 -4.720 3.234
C -0.439 -4.796 2.730
H -2.389 -7.345 4.731
H -1.623 -5.857 5.327
H -0.694 -7.082 4.415
H -0.332 -3.956 3.416
H -0.223 -4.501 1.703
H 0.376 -5.466 3.005
C 0.803 5.369 -0.689
S 0.936 4.056 0.525
O 1.654 2.946 -0.235
C 2.283 4.881 1.511
H -0.051 5.176 -1.338
H 1.628 5.692 -1.324
H 0.522 6.309 -0.215
H 2.571 4.084 2.197
H 1.801 5.563 2.211
H 3.078 5.357 0.937
*
```

Löwdin atomic charge list, values in e, 2 entries: -0.005 -0.303